Formula: C49H29KN10O2
Source: the OMol25 dataset
Level of theory: wB97M-V/def2-TZVPD

The geometry in XYZ format:
```
91
Properties=species:S:1:pos:R:3:forces:R:3
K -0.023654 0.154401 -1.076598 -0.37 0.45 0.33
C -3.737330 0.838553 -6.310329 0.00 -0.03 -0.02
C -3.165826 -0.336749 -6.847786 0.00 0.00 0.00
C -2.027291 -0.881564 -6.287356 -0.01 0.03 0.02
C -1.442094 -0.241169 -5.193400 0.05 -0.07 0.01
C -0.313208 -0.564757 -4.348393 -0.09 -0.22 -0.04
N -0.145220 0.387316 -3.447973 0.06 0.48 -0.77
C -1.167989 1.320042 -3.565814 0.06 0.02 -0.19
N -1.443579 2.261801 -2.618944 0.14 -0.16 0.06
C -0.538542 2.703169 -1.790774 -0.11 0.22 -0.14
C 0.906504 2.840314 -2.015619 0.09 -0.02 -0.04
C 1.519082 2.910609 -3.272706 -0.03 -0.02 0.01
C 2.870638 3.178661 -3.391280 0.01 0.00 0.00
C 3.656681 3.373055 -2.259517 -0.02 0.00 -0.02
C 3.076591 3.305229 -1.002037 0.03 -0.03 0.00
C 1.723409 3.039354 -0.903493 -0.08 -0.09 0.06
C -0.176118 3.141472 0.449145 0.02 -0.07 0.00
N -0.100737 0.722914 1.641595 0.24 -0.20 0.06
C 0.683479 -0.483304 1.752748 -0.08 0.01 0.04
N 0.708857 -1.257882 0.650897 0.33 -0.36 0.65
C 1.618450 -2.217828 0.810408 0.03 -0.22 -0.16
N 1.955311 -3.162096 -0.163410 -0.02 0.12 0.11
C 1.648162 -3.028334 -1.414061 -0.04 0.01 -0.15
N 0.973378 -2.036013 -2.106233 0.02 -0.01 0.09
C 0.939916 -2.349438 -3.428181 0.05 -0.11 -0.05
N 0.383011 -1.759618 -4.454061 -0.01 0.12 0.10
C 1.644067 -3.652703 -3.638789 -0.05 0.09 -0.07
C 1.882587 -4.402738 -4.775785 0.02 -0.03 0.03
C 2.574886 -5.601838 -4.630299 0.00 0.01 -0.01
C 3.012358 -6.026071 -3.374123 0.00 0.00 0.01
C 2.766562 -5.262271 -2.236792 -0.01 0.00 -0.03
C 2.077228 -4.072976 -2.392413 0.02 0.00 0.11
C 2.202215 -2.097609 2.099926 0.03 0.00 0.09
C 3.191913 -2.820384 2.788679 -0.04 0.00 -0.05
C 3.564846 -2.427908 4.050449 -0.02 0.05 0.05
C 2.966442 -1.290893 4.660056 0.06 -0.08 0.00
C 2.003178 -0.557533 4.017259 -0.07 0.04 -0.04
C 1.587843 -0.944955 2.720653 0.08 -0.09 0.05
N -0.989388 3.141595 -0.515604 0.00 0.08 -0.15
C -2.008244 0.946492 -4.656201 -0.09 -0.01 0.05
C -3.173911 1.480961 -5.229501 0.01 0.01 0.02
H -4.640974 1.237878 -6.759676 0.00 0.00 0.00
H -3.633206 -0.814564 -7.702001 -0.01 0.01 0.00
H -1.584962 -1.792000 -6.674981 0.00 0.00 0.00
H 0.919133 2.719697 -4.151330 0.01 0.00 0.00
H 3.321750 3.207301 -4.375396 0.01 0.00 0.00
H 4.720011 3.553970 -2.354670 0.00 0.00 0.00
H 3.653656 3.424457 -0.094281 0.00 0.00 0.00
H 1.531645 -4.053603 -5.739051 0.00 0.00 0.00
H 2.778536 -6.216987 -5.500277 0.00 0.00 0.00
H 3.550387 -6.964040 -3.286889 0.00 0.00 -0.01
H 3.096682 -5.573410 -1.253215 0.00 0.00 0.00
H 3.648715 -3.680720 2.311913 0.00 0.00 0.00
H 4.325354 -2.981779 4.590384 0.00 0.00 0.00
H 3.284680 -0.996961 5.655310 0.00 0.00 0.00
H 1.566136 0.310281 4.498514 0.00 0.00 -0.01
H -3.619196 2.380958 -4.820998 0.00 0.00 0.00
C -2.237141 -2.130149 -0.764353 0.03 0.00 0.01
O -2.181549 -1.124192 0.244158 -0.15 -0.07 0.07
C -2.298730 -1.545659 1.525526 0.04 -0.03 0.02
C -2.752120 -2.806783 1.892066 0.01 0.04 -0.01
C -2.854473 -3.151882 3.236031 -0.01 -0.03 -0.01
C -2.502223 -2.252976 4.223887 0.00 0.03 0.00
C -2.029979 -0.995617 3.861827 0.01 -0.02 0.01
C -1.924730 -0.640739 2.534256 -0.03 0.09 -0.06
N -1.520094 0.657333 2.098145 0.05 -0.11 0.08
N -0.467354 1.243557 2.915447 -0.14 0.10 -0.13
C -0.626069 2.679207 2.925420 0.05 -0.07 0.09
C -0.561417 3.521816 1.841148 -0.04 0.01 -0.03
O 1.187953 2.932937 0.366578 0.00 0.12 -0.02
C -0.857269 4.897808 2.020971 0.01 -0.03 -0.01
C -1.189422 5.411740 3.235334 -0.01 -0.01 0.01
C -1.208851 4.576249 4.376133 -0.03 0.08 0.04
C -1.510061 5.085528 5.665261 0.01 0.00 -0.05
C -1.490258 4.274646 6.761020 0.01 -0.06 0.01
C -1.153091 2.909624 6.618545 -0.02 0.05 0.04
C -0.871159 2.389166 5.388785 0.00 0.00 -0.05
C -0.908400 3.204659 4.225536 0.02 -0.05 -0.02
H -3.251374 -2.528837 -0.854448 0.01 -0.03 0.00
H -1.953521 -1.666711 -1.707390 -0.04 0.06 0.04
H -1.520160 -2.923376 -0.544819 0.01 0.00 -0.02
H -3.013151 -3.527291 1.131661 0.00 -0.02 0.01
H -3.202684 -4.143287 3.499628 0.00 0.00 0.00
H -2.567034 -2.526587 5.269138 0.00 0.00 0.00
H -1.717831 -0.283575 4.611884 -0.01 -0.01 0.00
H -0.828139 5.530517 1.142945 -0.01 0.00 0.00
H -1.428937 6.463157 3.344915 0.00 0.00 0.00
H -1.750196 6.138688 5.760308 0.00 0.00 0.00
H -1.719421 4.673841 7.741698 0.00 0.00 0.00
H -1.108884 2.273860 7.494140 0.00 0.00 0.00
H -0.585082 1.353499 5.280884 0.00 0.01 0.00
```
Positions in Å, forces in eV/Å.

* HOMO: -0.4 eV
* total charge: -2
* maximum force: 0.018 hartree/bohr
* HOMO-LUMO gap: 4.2 eV
* molecular weight: 828.94 g/mol

---

Formula: C9H8FN2O9PS
Source: the OMol25 dataset
Level of theory: wB97M-V/def2-TZVPD

The geometry in XYZ format:
```
31
Properties=species:S:1:pos:R:3:forces:R:3
O -4.421796 1.259862 -0.987296 -0.10 1.55 -2.00
C -4.339257 0.451284 -0.153640 0.57 0.10 0.38
F -4.722434 -0.794913 -0.398401 0.11 -0.06 1.27
N -3.791276 0.779270 1.091557 -0.40 -1.81 0.58
C -4.538659 0.290754 2.209804 1.42 -1.15 0.51
O -5.518470 0.754480 2.613911 -2.06 1.15 0.43
O -4.040678 -0.857831 2.872754 1.62 -0.40 -1.12
C -2.912998 -0.565622 3.602506 0.23 -0.52 -0.69
O -2.924700 0.300856 4.373653 0.00 1.92 1.76
O -1.733877 -1.304730 3.478406 0.38 0.21 -1.80
P -1.020023 -1.268420 1.984589 0.14 -1.29 -2.67
O -0.734254 0.271601 1.499862 -1.20 -1.06 2.30
O 0.438788 -1.997852 2.060800 -1.37 1.25 1.28
S -2.039896 -2.208241 0.618005 0.05 0.37 0.40
H -3.570302 1.766634 1.162008 -0.38 -0.08 -0.16
H -0.949443 0.223482 0.552878 -0.02 0.14 0.20
H 0.653352 -2.119635 1.109537 0.06 -0.20 0.25
C 4.579774 1.294586 -3.013976 0.00 0.00 0.00
C 4.580595 -0.094554 -3.002112 -0.05 0.15 0.04
C 3.648174 -0.782195 -2.242061 0.07 -0.27 -0.06
C 2.718638 -0.066620 -1.502697 0.31 0.21 -0.27
C 2.712637 1.319818 -1.500902 -0.16 0.22 0.11
C 3.649879 2.000654 -2.261179 0.08 -0.13 -0.06
N 1.716991 -0.788947 -0.718415 0.06 0.01 -0.21
O 1.756556 -2.007063 -0.719811 -0.07 0.17 0.24
O 0.890095 -0.140017 -0.099930 0.96 -0.28 -0.94
H 5.306496 1.829393 -3.613374 -0.03 -0.02 0.03
H 5.307477 -0.641165 -3.588708 -0.04 -0.01 0.04
H 3.654541 -1.863619 -2.237492 -0.14 0.05 0.10
H 1.989823 1.875938 -0.919604 -0.03 -0.17 0.03
H 3.654245 3.082811 -2.270670 -0.03 -0.04 0.03
```
Positions in Å, forces in eV/Å.

* structure (SMILES): O=C(F)NC(=O)OC(=O)OP(O)(O)=S.O=[N+]([O-])c1ccccc1
* HOMO: -9.0 eV
* total charge: 0
* maximum force: 0.058 hartree/bohr
* HOMO-LUMO gap: 7.7 eV
* molecular weight: 370.21 g/mol

---

Formula: C3H9N2O
Source: the OMol25 dataset
Level of theory: wB97M-V/def2-TZVPD

The geometry in XYZ format:
```
15
Properties=species:S:1:pos:R:3:forces:R:3
C 0.639388 0.484966 0.210556 1.44 0.04 0.83
C 1.626076 -1.611460 -0.425962 -2.95 -2.18 -2.28
C -0.540014 1.331291 0.656726 -0.21 2.19 -2.43
N 0.461192 -0.729342 -0.205049 1.03 2.06 1.04
N -1.740609 0.857587 -0.113423 0.75 1.30 -0.21
O -0.696103 -1.236400 -0.393563 -1.89 -2.94 -0.05
H 1.744790 0.777000 0.321806 -2.04 -0.24 -0.09
H 1.314388 -2.704054 -0.615402 0.15 1.94 0.53
H 2.048703 -1.239993 -1.310174 1.13 0.29 -1.13
H 2.193024 -1.510367 0.403619 2.12 0.07 2.39
H -0.369154 2.515814 0.527480 -0.10 -2.82 0.17
H -0.859883 1.195024 1.643874 0.51 -0.38 1.91
H -1.501228 -0.560475 -0.100683 1.44 0.59 -1.06
H -1.743166 1.387739 -0.983734 -0.48 -0.54 -0.10
H -2.577403 1.042669 0.383928 -0.91 0.62 0.50
```
Positions in Å, forces in eV/Å.

* structure (SMILES): C/[N+](O)=C/CN
* HOMO: -15.0 eV
* total charge: +1
* maximum force: 0.084 hartree/bohr
* HOMO-LUMO gap: 10.7 eV
* molecular weight: 89.12 g/mol

---

Formula: C5H8N2
Source: the OMol25 dataset
Level of theory: wB97M-V/def2-TZVPD

The geometry in XYZ format:
```
15
Properties=species:S:1:pos:R:3:forces:R:3
C -2.602715 -0.295663 -0.553340 0.40 -0.19 -0.01
N -1.181454 0.468214 0.376124 -0.09 -0.12 -0.09
C -0.671763 -0.416234 1.353700 0.08 -0.16 0.06
N 0.569927 -0.695593 1.187507 -0.36 0.10 0.03
C 0.993150 0.069356 0.083013 -0.02 0.17 -0.20
C 2.404311 -0.017411 -0.397513 0.01 0.02 -0.02
C -0.034888 0.800171 -0.392774 0.13 -0.06 -0.08
H -2.085569 -0.340987 -1.533086 -0.06 0.04 0.20
H -2.488896 -1.329995 -0.166730 0.03 0.22 -0.02
H -1.794202 1.211654 0.681142 0.09 0.06 0.09
H -1.318934 -0.811864 2.126596 0.05 0.04 -0.15
H 3.099228 0.190879 0.422933 -0.14 -0.03 -0.10
H 2.629683 -1.023594 -0.767252 -0.08 0.14 0.07
H 2.591496 0.698512 -1.202700 -0.06 -0.11 0.12
H -0.109376 1.492552 -1.217616 0.01 -0.11 0.10
```
Positions in Å, forces in eV/Å.

* HOMO: -8.0 eV
* total charge: 0
* maximum force: 0.009 hartree/bohr
* HOMO-LUMO gap: 8.5 eV
* molecular weight: 96.13 g/mol

---

Formula: C6H10O
Source: the OMol25 dataset
Level of theory: wB97M-V/def2-TZVPD

The geometry in XYZ format:
```
17
Properties=species:S:1:pos:R:3:forces:R:3
C 1.654665 0.774251 0.030126 0.17 0.04 -0.01
C 1.089273 -0.661321 -0.047847 0.27 0.16 -0.07
O 0.545196 -1.107529 1.185674 0.57 0.26 -0.01
C -0.785446 -1.027668 1.150935 -1.33 -0.27 1.31
C -1.442672 0.193626 0.598918 0.11 0.19 0.19
C -1.158849 0.225405 -0.898094 -0.44 -0.24 0.07
C 0.045899 -0.631613 -1.101672 0.63 0.60 -1.32
H 0.917913 1.536216 -0.265073 0.18 -0.29 0.19
H 1.986644 0.995017 1.040574 0.19 0.02 0.06
H 2.496810 0.854686 -0.661149 -0.02 0.06 0.14
H 1.893333 -1.378294 -0.260778 -0.17 0.26 -0.10
H -1.211982 -1.474724 2.054412 0.03 -0.01 -0.34
H -0.991472 1.074625 1.090825 -0.13 -0.08 -0.08
H -2.508540 0.206517 0.839048 0.14 -0.07 -0.04
H -1.989778 -0.265430 -1.411747 -0.05 0.16 -0.08
H -1.104366 1.257365 -1.298133 0.20 -0.36 0.01
H 0.524569 -0.511257 -2.083722 -0.34 -0.42 0.08
```
Positions in Å, forces in eV/Å.

* HOMO (spin up / spin down): -8.0 / -7.0 eV
* total charge: 0
* maximum force: 0.037 hartree/bohr
* HOMO-LUMO gap (spin up / spin down): 8.7 / 7.5 eV
* molecular weight: 98.14 g/mol

---

Formula: C4H7N3O2S
Source: the OMol25 dataset
Level of theory: wB97M-V/def2-TZVPD

The geometry in XYZ format:
```
17
Properties=species:S:1:pos:R:3:forces:R:3
C 1.648778 -1.895699 0.294255 -0.34 1.25 0.19
C 1.831731 0.199724 -0.467484 3.43 -0.17 -0.74
C 0.578870 0.455787 -0.028698 -3.04 -2.91 1.60
C -2.246237 0.658094 0.498846 -3.13 -1.37 -3.08
N 2.467036 -0.981699 -0.169080 0.23 0.33 -0.69
N 0.401031 -1.660709 0.479381 -1.76 2.07 0.86
N 2.668736 1.130093 -1.034978 -1.13 1.84 -1.68
O -0.905796 1.943650 -1.396656 -0.27 -2.74 1.15
O -1.073769 -0.546986 -1.797258 -0.93 0.96 1.32
S -0.978139 0.542721 -0.837133 1.31 2.43 -2.14
H 1.964553 -2.851740 0.561589 1.22 -1.53 0.29
H -3.292023 0.138449 0.220852 2.70 0.25 0.17
H -1.949957 0.298142 1.432556 0.79 -0.20 1.34
H -2.631156 1.652994 0.400578 0.73 0.95 0.58
H -0.121794 -2.270416 1.154347 0.55 0.84 -1.14
H 2.228819 1.889048 -1.657676 0.96 -1.68 1.66
H 3.654240 0.909282 -1.250786 -1.31 -0.35 0.30
```
Positions in Å, forces in eV/Å.

* HOMO: -9.3 eV
* total charge: 0
* maximum force: 0.089 hartree/bohr
* HOMO-LUMO gap: 8.7 eV
* molecular weight: 161.19 g/mol